# 1
Density functional theory data (ωB97M-V/def2-TZVPD) for C34H93LiN8O9 as an isolated structure.

Geometry (Å):
Li -7.530 -6.330 -17.931
C -11.326 -7.029 -20.031
C -10.175 -6.204 -19.484
O -8.890 -6.773 -19.375
H -11.582 -7.869 -19.385
H -11.177 -7.313 -21.073
H -12.191 -6.370 -20.103
H -10.554 -5.708 -18.591
H -10.137 -5.296 -20.086
C -7.388 -11.709 -19.006
C -8.375 -10.528 -19.316
C -9.878 -10.857 -19.157
O -10.288 -11.135 -17.787
C -11.622 -11.576 -17.643
N -8.002 -9.373 -18.521
H -7.605 -12.066 -18.000
H -6.338 -11.422 -19.074
H -7.634 -12.515 -19.697
H -8.206 -10.340 -20.376
H -10.101 -11.730 -19.770
H -10.443 -9.983 -19.478
H -12.342 -10.922 -18.134
H -11.910 -11.650 -16.594
H -11.861 -12.469 -18.221
H -8.437 -9.411 -17.611
H -8.508 -8.631 -18.983
C -4.960 -3.603 -18.258
C -5.588 -4.420 -19.406
C -4.662 -4.302 -20.620
O -5.132 -5.135 -21.694
C -6.415 -4.808 -22.246
N -5.669 -5.785 -18.888
H -3.938 -3.708 -17.894
H -5.514 -3.721 -17.327
H -5.103 -2.555 -18.522
H -6.567 -4.011 -19.657
H -3.651 -4.662 -20.433
H -4.575 -3.308 -21.058
H -7.211 -4.989 -21.523
H -6.603 -5.516 -23.053
H -6.364 -3.778 -22.599
H -5.997 -6.149 -19.771
H -4.738 -6.132 -18.710
C -6.708 -10.390 -22.880
C -7.285 -9.024 -22.665
C -8.840 -9.221 -22.712
O -9.378 -9.666 -23.943
C -9.157 -8.750 -25.007
N -6.844 -8.573 -21.384
H -5.633 -10.214 -22.905
H -7.057 -10.830 -23.814
H -6.825 -11.106 -22.066
H -6.915 -8.330 -23.419
H -9.293 -8.269 -22.434
H -9.290 -9.901 -21.989
H -9.640 -9.188 -25.880
H -8.126 -8.647 -25.348
H -9.562 -7.774 -24.738
H -7.185 -7.623 -21.371
H -7.266 -9.026 -20.586
C -12.451 -10.774 -21.631
C -12.027 -12.222 -21.954
C -13.206 -13.221 -21.623
O -13.375 -13.199 -20.208
C -14.452 -14.158 -19.816
N -11.729 -12.306 -23.325
H -11.659 -10.045 -21.802
H -12.730 -10.715 -20.579
H -13.354 -10.520 -22.187
H -11.089 -12.469 -21.458
H -12.925 -14.231 -21.919
H -14.140 -13.040 -22.154
H -14.378 -15.132 -20.300
H -15.402 -13.765 -20.178
H -14.505 -14.314 -18.738
H -10.927 -11.704 -23.445
H -12.427 -11.810 -23.862
C -5.972 -5.701 -15.010
C -7.420 -6.390 -15.055
C -8.487 -5.296 -15.389
O -8.180 -4.649 -16.661
C -9.064 -3.635 -16.951
N -7.339 -7.293 -16.172
H -5.502 -5.642 -15.991
H -5.268 -6.199 -14.344
H -6.068 -4.714 -14.558
H -7.718 -6.829 -14.103
H -8.577 -4.573 -14.578
H -9.475 -5.757 -15.375
H -9.087 -3.437 -18.023
H -8.880 -2.668 -16.484
H -10.036 -4.011 -16.632
H -8.005 -8.004 -15.907
H -6.489 -7.823 -16.042
C -13.298 -1.305 -24.672
C -12.954 -0.993 -23.179
C -13.045 -2.096 -22.113
O -12.704 -1.409 -20.934
C -12.439 -2.303 -19.818
N -11.569 -0.537 -23.241
H -13.021 -0.652 -25.500
H -14.375 -1.477 -24.682
H -12.876 -2.277 -24.928
H -13.593 -0.156 -22.896
H -12.367 -2.905 -22.388
H -14.041 -2.529 -22.019
H -13.365 -2.733 -19.435
H -11.956 -1.765 -19.003
H -11.774 -3.126 -20.078
H -11.172 -0.615 -22.315
H -11.595 0.453 -23.440
C -17.855 -9.979 -16.760
C -17.149 -10.681 -17.956
C -15.668 -10.250 -18.063
O -15.473 -8.831 -18.104
C -14.035 -8.513 -18.327
N -17.372 -12.080 -17.864
H -18.703 -10.581 -16.437
H -18.201 -9.001 -17.095
H -17.114 -9.847 -15.971
H -17.581 -10.379 -18.910
H -15.284 -10.581 -19.028
H -15.127 -10.762 -17.268
H -13.656 -8.680 -19.335
H -13.383 -8.944 -17.566
H -13.866 -7.452 -18.146
H -16.985 -12.341 -16.969
H -18.372 -12.222 -17.844
C -17.278 -4.716 -23.784
C -16.194 -5.153 -24.810
C -14.668 -5.013 -24.396
O -14.371 -5.865 -23.203
C -13.034 -5.737 -22.748
N -16.438 -6.536 -25.018
H -17.260 -5.283 -22.854
H -18.254 -4.899 -24.234
H -17.234 -3.675 -23.464
H -16.218 -4.691 -25.797
H -14.420 -3.972 -24.190
H -14.040 -5.267 -25.250
H -12.913 -5.018 -21.938
H -12.406 -5.475 -23.599
H -12.697 -6.718 -22.416
H -15.624 -6.835 -25.537
H -16.302 -7.010 -24.137

Frontier orbital gap, eV: 7.515
Charge: 0
F_max, eV/A: 3.91
HOMO level, eV: -7.4
Energy above the lowest of the compared OMol25 structures with the same formula, charge and spin, kcal/mol: 20.16

Results of the Löwdin charge analysis, in e, for atoms 1 through 6: number 1, Li, carries 0.58; number 2, C, carries -0.10; number 3, C, carries -0.47; number 4, O, carries -0.40; number 5, H, carries 0.05; number 6, H, carries 0.05



# 2
Density functional theory data (ωB97M-V/def2-TZVPD) for a 10-piece molecular cluster, C34H96N12O10 overall.

Geometry (Å):
C 4.585 -4.319 -4.776
O 4.680 -5.355 -5.426
N 5.212 -4.136 -3.586
N 3.943 -3.201 -5.223
H 5.119 -3.348 -2.970
H 5.798 -4.909 -3.327
H 4.165 -2.361 -4.715
H 3.571 -3.186 -6.151
C 5.636 0.064 -2.710
O 5.140 -0.948 -3.237
N 5.290 0.352 -1.434
N 6.423 0.965 -3.352
H 5.723 1.104 -0.928
H 4.647 -0.214 -0.907
H 6.333 1.014 -4.348
H 6.925 1.618 -2.785
C -1.854 1.024 3.364
C -2.666 0.528 4.550
C -1.996 -0.684 5.240
O -2.879 -1.161 6.247
C -2.221 -2.159 6.980
N -2.717 1.666 5.478
H -2.285 1.965 3.025
H -1.853 0.238 2.610
H -0.838 1.228 3.718
H -3.689 0.287 4.255
H -1.022 -0.372 5.636
H -1.775 -1.480 4.517
H -2.158 -3.116 6.435
H -2.776 -2.477 7.865
H -1.181 -1.958 7.253
H -3.354 1.349 6.216
H -1.850 1.681 6.018
C -4.582 0.667 0.181
C -5.109 1.675 -0.838
C -3.918 2.374 -1.482
O -3.148 3.151 -0.586
C -3.710 3.916 0.424
N -5.949 0.936 -1.793
H -5.391 0.033 0.530
H -4.080 1.203 0.994
H -3.698 0.141 -0.194
H -5.783 2.398 -0.372
H -4.282 3.144 -2.180
H -3.336 1.667 -2.075
H -4.614 4.464 0.136
H -2.987 4.625 0.832
H -3.986 3.361 1.334
H -6.232 1.496 -2.590
H -5.369 0.166 -2.117
C 3.480 -5.961 -2.449
C 2.045 -5.440 -2.459
C 1.910 -3.948 -2.644
O 0.751 -3.508 -1.975
C 0.328 -2.192 -2.231
N 1.224 -6.155 -3.435
H 3.419 -7.022 -2.693
H 3.839 -5.907 -1.417
H 4.225 -5.463 -3.068
H 1.607 -5.714 -1.486
H 1.793 -3.719 -3.712
H 2.819 -3.446 -2.288
H 0.284 -1.999 -3.310
H 1.072 -1.459 -1.893
H -0.601 -1.943 -1.728
H 0.979 -7.102 -3.174
H 0.323 -5.687 -3.503
C -0.471 -3.592 1.664
C -1.813 -3.683 0.936
C -2.467 -2.326 0.802
O -2.848 -1.718 2.042
C -4.039 -2.247 2.567
N -1.609 -4.318 -0.373
H 0.267 -2.904 1.241
H 0.100 -4.523 1.704
H -0.660 -3.307 2.707
H -2.482 -4.306 1.537
H -3.381 -2.301 0.203
H -1.702 -1.658 0.395
H -4.869 -2.001 1.896
H -4.294 -1.865 3.561
H -3.877 -3.302 2.827
H -1.216 -5.243 -0.240
H -0.876 -3.860 -0.923
C -2.770 5.221 5.008
C -1.402 4.872 5.517
C -0.258 5.886 5.221
O -0.144 6.235 3.854
C 0.316 5.216 2.983
N -1.476 4.793 6.993
H -3.054 6.262 5.180
H -3.526 4.550 5.419
H -2.855 5.014 3.933
H -1.105 3.900 5.114
H 0.701 5.575 5.637
H -0.604 6.815 5.681
H 1.070 4.565 3.439
H 0.747 5.689 2.104
H -0.525 4.588 2.678
H -1.903 5.677 7.283
H -2.255 4.178 7.226
C 0.375 3.606 -6.877
C -0.083 2.187 -7.268
C -1.577 2.116 -7.630
O -2.441 2.305 -6.520
C -2.301 1.327 -5.512
N 0.721 1.758 -8.413
H 1.448 3.609 -6.693
H -0.197 3.934 -6.010
H 0.161 4.282 -7.708
H 0.105 1.478 -6.457
H -1.775 1.136 -8.082
H -1.831 2.859 -8.387
H -3.261 1.276 -4.995
H -1.531 1.665 -4.813
H -2.100 0.297 -5.822
H 0.184 1.186 -9.054
H 1.080 2.555 -8.920
C 2.930 -2.246 0.840
C 3.190 -0.992 1.661
C 2.884 -1.244 3.139
O 3.706 -0.400 3.933
C 3.586 -0.603 5.313
N 4.582 -0.624 1.416
H 3.025 -2.099 -0.234
H 1.936 -2.637 1.087
H 3.587 -3.068 1.144
H 2.608 -0.196 1.193
H 3.181 -2.264 3.416
H 1.809 -1.193 3.341
H 2.543 -0.638 5.640
H 4.092 0.174 5.883
H 4.061 -1.527 5.666
H 5.183 -1.426 1.557
H 4.901 0.155 1.975
C -0.070 0.220 0.594
C 0.611 1.566 0.232
C 0.915 1.600 -1.257
O 1.778 0.509 -1.610
C 1.943 0.489 -3.016
N -0.360 2.637 0.518
H -1.143 0.221 0.391
H -0.003 0.018 1.661
H 0.406 -0.552 -0.015
H 1.513 1.702 0.830
H 1.367 2.552 -1.544
H -0.028 1.348 -1.761
H 2.428 1.424 -3.329
H 0.984 0.433 -3.542
H 2.631 -0.288 -3.344
H -1.131 2.595 -0.136
H -0.740 2.446 1.437

Frontier orbital gap, eV: 9.007
Charge: 0
F_max, eV/A: 2.62
HOMO level, eV: -8.6
Energy above the lowest of the compared OMol25 structures with the same formula, charge and spin, kcal/mol: 54.05

Results of the Löwdin charge analysis, in e, for atoms 1 through 6: number 1, C, carries -0.69; number 2, O, carries 0.03; number 3, N, carries 0.12; number 4, N, carries 0.17; number 5, H, carries 0.09; number 6, H, carries 0.12